Run A
{"formula": "C19H21N7O3", "method": "ωB97M-V/def2-TZVPD", "lumo_ev": 0.10, "species": ["C", "H", "H", "C", "C", "H", "C", "H", "H", "O", "C", "H", "C", "H", "C", "H", "H", "N", "H", "H", "H", "C", "H", "H", "N", "H", "H", "C", "C", "H", "N", "C", "C", "H", "N", "C", "H", "C", "C", "H", "O", "C", "O", "C", "N", "N", "N", "H", "C", "C"], "coordinates": [[-6.67, -0.97, -4.14], [4.23, 0.67, 4.09], [6.54, 0.01, 3.41], [4.97, -1.10, 0.61], [-3.04, -0.50, -1.96], [5.23, 1.94, 1.42], [-7.30, 1.27, -3.60], [-0.01, -1.99, -2.31], [3.98, -2.82, 1.44], [5.62, 1.45, 5.40], [-0.81, -1.42, -1.87], [3.85, -0.06, 1.94], [3.84, -2.16, 0.57], [-7.16, 2.17, -3.02], [-2.86, 0.07, -0.71], [6.53, 0.80, 1.01], [4.65, 2.38, 3.84], [2.53, -1.59, 0.61], [-4.22, -0.86, -3.58], [-2.15, -1.70, -3.51], [4.28, 2.81, 6.20], [6.16, 1.00, 3.13], [-1.51, 0.35, 0.93], [-9.00, 1.97, -4.71], [-4.23, -0.38, -2.69], [3.87, 1.09, 6.45], [3.93, -2.74, -0.35], [0.62, -1.01, 0.09], [-6.43, 0.19, -3.40], [-6.08, -1.86, -4.00], [0.89, -0.49, 1.31], [-1.66, -0.10, -0.04], [4.69, 1.81, 6.39], [-3.65, 0.65, -0.26], [4.73, -0.08, 1.44], [5.68, 0.98, 1.68], [6.98, 1.71, 3.23], [-2.01, -1.25, -2.53], [5.06, 1.40, 4.11], [-9.19, -0.17, -5.99], [-5.50, 1.01, -1.39], [-8.43, -0.04, -5.24], [5.98, -1.25, -0.05], [-8.31, 1.16, -4.53], [1.66, -1.71, -0.36], [-7.63, -1.07, -5.04], [2.08, -0.86, 1.61], [5.23, 1.82, 7.34], [-5.35, 0.32, -2.38], [-0.63, -0.84, -0.61]]}

Run B
{"formula": "C19H21N7O3", "method": "ωB97M-V/def2-TZVPD", "lumo_ev": -0.87, "species": ["C", "H", "H", "H", "C", "H", "H", "N", "C", "O", "H", "C", "C", "C", "H", "H", "C", "N", "C", "C", "H", "H", "H", "O", "N", "H", "H", "N", "C", "H", "O", "N", "H", "H", "H", "H", "C", "C", "C", "C", "C", "H", "H", "C", "N", "N", "C", "H", "C", "C"], "coordinates": [[2.91, -3.43, 2.71], [-3.49, 4.69, 1.24], [1.46, 0.15, 0.48], [1.88, -3.49, 0.38], [-0.24, -3.26, -0.88], [-1.02, -1.95, -3.42], [1.28, -2.25, -1.97], [0.03, 5.69, 2.90], [-0.70, 6.69, 2.33], [-0.60, 7.78, 2.94], [-3.23, -6.12, -2.39], [1.99, -1.67, 1.37], [2.02, -0.25, 3.71], [1.06, 1.79, 2.48], [-2.51, 4.60, 2.91], [0.34, 5.92, 3.81], [0.16, 3.61, 1.47], [1.87, -2.50, 0.15], [1.68, -0.35, 1.36], [-1.93, 6.36, 1.52], [-3.93, 6.99, 1.07], [-1.23, -1.14, -2.03], [-0.71, -5.06, -2.79], [-2.05, -6.06, -0.65], [0.69, 3.78, 3.79], [-2.06, -4.23, -3.63], [2.05, 0.17, 4.71], [-1.24, -3.23, -1.92], [1.08, 2.49, 3.66], [0.50, -1.23, -0.73], [-0.09, -4.22, -0.15], [0.63, 2.33, 1.31], [-1.18, -5.65, -0.29], [-3.39, 7.32, 2.84], [1.53, 2.04, 4.51], [-2.65, -1.96, -2.78], [-1.68, -4.48, -2.58], [0.21, 4.38, 2.68], [-3.38, 6.64, 1.97], [-2.88, 5.19, 2.02], [0.84, -2.21, -0.88], [-1.84, 6.35, 0.47], [-3.44, -4.68, -1.38], [-1.56, -2.01, -2.56], [2.38, -1.47, 3.71], [3.50, -4.39, 2.87], [2.33, -2.14, 2.60], [-0.31, 4.15, 0.65], [1.62, 0.42, 2.54], [-2.69, -5.34, -1.83]]}

Last place for stability: run B

Run A
{"formula": "C28H12BrCl3F5N2O3Re", "method": "ωB97M-V/def2-TZVPD", "lumo_ev": [-4.30, -4.50], "s_squared": 0.761, "charge": 1, "multiplicity": 2, "species": ["C", "F", "C", "O", "C", "C", "C", "H", "C", "C", "C", "Re", "H", "H", "F", "H", "F", "C", "C", "C", "C", "C", "C", "C", "H", "N", "Cl", "H", "C", "Cl", "H", "H", "F", "C", "O", "C", "C", "Cl", "C", "C", "H", "N", "H", "Br", "C", "H", "F", "C", "C", "C", "C", "O", "C", "C", "H"], "coordinates": [[3.29, 1.83, 1.93], [-0.21, 1.52, 2.75], [-0.44, 1.63, -1.88], [-0.42, -1.69, -1.34], [1.08, 1.87, 2.83], [0.16, -4.50, -3.59], [-2.54, 2.41, -1.01], [-1.66, 4.19, -3.77], [-3.33, -1.69, 3.87], [0.57, 2.63, -3.83], [3.74, 2.60, 3.00], [0.40, -0.53, -0.06], [-3.17, 0.80, 0.90], [-3.45, 4.04, -2.08], [0.66, 3.01, 4.84], [-4.13, -0.15, 2.63], [3.28, 3.72, 5.01], [1.47, -4.82, -3.26], [1.96, 1.46, 1.83], [-2.24, -2.53, 4.12], [-2.16, -0.73, 1.98], [1.50, -3.07, -1.68], [1.62, 1.77, -3.69], [-2.24, 0.25, 0.94], [-2.28, -3.22, 4.95], [0.63, 0.78, -1.76], [2.25, -6.13, -4.07], [3.19, -4.36, -2.04], [-1.49, 1.54, -0.93], [-2.09, -3.03, -3.35], [-0.36, -5.06, -4.34], [-3.35, 2.39, -0.29], [4.15, 1.44, 0.98], [0.19, -2.71, -1.97], [0.06, -1.64, 1.49], [-3.29, -0.81, 2.82], [2.85, 2.99, 3.98], [2.34, -2.12, -0.45], [-1.62, 3.46, -2.98], [-1.06, -1.59, 2.23], [0.54, 3.35, -4.64], [-1.32, 0.53, 0.07], [2.44, 0.17, -2.48], [-4.85, -1.76, 4.98], [-0.51, 2.59, -2.91], [2.46, 1.78, -4.38], [5.02, 2.94, 3.08], [-0.47, -3.45, -2.95], [-2.61, 3.37, -2.04], [1.61, 0.86, -2.63], [1.52, 2.63, 3.90], [1.55, 0.71, 0.80], [2.17, -4.11, -2.30], [-1.13, -2.47, 3.31], [-0.28, -3.12, 3.48]]}

Run B
{"formula": "C28H12BrCl3F5N2O3Re", "method": "ωB97M-V/def2-TZVPD", "lumo_ev": [-5.39, -5.00], "s_squared": 0.870, "charge": 1, "multiplicity": 2, "species": ["H", "C", "Cl", "Cl", "Cl", "C", "O", "F", "H", "C", "C", "C", "C", "H", "H", "C", "H", "H", "N", "Br", "C", "C", "F", "F", "H", "C", "C", "H", "C", "C", "C", "N", "F", "C", "Re", "H", "C", "C", "C", "C", "H", "F", "C", "O", "H", "C", "C", "C", "C", "C", "C", "C", "H", "O", "C"], "coordinates": [[-1.54, 2.39, -3.39], [0.30, -1.91, -2.55], [2.60, -1.95, -6.45], [1.59, 0.21, -1.61], [-1.10, -4.11, -3.23], [1.78, -1.97, -4.95], [-0.41, -1.81, -1.49], [4.80, -2.32, 4.00], [-0.21, 2.02, 4.03], [-0.76, 3.02, -0.12], [-0.68, 4.42, -0.22], [3.99, -2.52, 2.96], [2.07, -0.99, -4.00], [-0.98, 0.76, 5.98], [-2.13, -1.39, 5.74], [-1.78, -0.86, 4.87], [-0.48, 5.01, 0.66], [2.84, -0.26, -4.18], [-1.55, -1.23, 1.21], [-0.68, 6.95, -1.54], [4.19, -3.63, 2.13], [-0.72, 1.08, 3.88], [1.48, -3.13, -0.25], [5.20, -4.46, 2.35], [-1.28, 4.84, -3.53], [-0.84, 5.06, -1.43], [0.81, -2.94, -4.71], [-2.11, -2.78, 0.00], [-1.97, -1.44, 3.59], [1.34, -0.99, -2.83], [0.09, -2.92, -3.53], [-0.57, 1.14, 1.37], [3.50, -4.92, 0.27], [-2.57, -2.69, 3.35], [-0.23, -0.33, -0.07], [0.62, -3.72, -5.43], [-1.49, -0.72, 2.47], [2.97, -1.63, 2.69], [-1.14, 4.33, -2.59], [-1.16, 0.35, 4.99], [-0.87, 3.07, 2.02], [2.79, -0.56, 3.47], [3.33, -3.85, 1.05], [1.14, -0.96, 1.38], [-3.08, -4.13, 1.85], [-2.11, -2.41, 1.01], [-0.89, 0.56, 2.61], [-1.08, 2.26, -1.30], [-1.28, 2.97, -2.52], [2.09, -1.81, 1.59], [-2.65, -3.16, 2.06], [2.31, -2.95, 0.79], [-2.95, -3.26, 4.18], [-1.22, 0.98, -1.33], [-0.70, 2.41, 1.17]]}

Last place for stability: run B